Entry 1:
ORCA calculation (wB97M-V/def2-TZVPD) on a structure of composition C35H44ClGe2N2O2PtSSi.

Structure (XYZ):
```
89
Properties=species:S:1:pos:R:3:forces:R:3
Pt -0.24450 -0.77437 -0.55209 -0.15 -0.40 1.36
C 4.38810 -2.39187 4.08511 -0.33 0.62 -0.08
Si 3.40660 -0.80707 3.65661 0.42 -0.03 0.46
C 1.75850 -0.84617 4.61211 0.44 -0.02 -0.47
C 4.37010 0.74483 4.22071 -0.29 -0.61 -0.21
C 3.36130 -0.75737 1.74471 -0.33 0.04 0.36
C 4.51930 -0.49707 1.02351 -0.05 0.06 -0.10
C 4.50280 -0.41407 -0.36429 0.01 -0.07 0.00
C 3.29570 -0.58697 -1.01719 0.36 0.05 -0.08
N 2.18560 -0.86697 -0.35749 -0.36 0.01 0.20
C 2.20460 -0.95707 0.98071 0.57 -0.09 -0.02
S 0.66470 -1.34067 1.66491 -0.88 0.12 -0.69
H 4.56060 -2.46237 5.15531 0.02 0.01 0.21
H 5.35710 -2.41187 3.59331 0.14 0.05 -0.11
H 3.84610 -3.28387 3.78121 -0.14 -0.09 -0.09
H 1.95480 -0.82737 5.68161 0.23 0.02 0.16
H 1.18980 -1.74407 4.39501 -0.04 -0.15 -0.01
H 1.12100 0.00083 4.38001 -0.06 0.16 -0.08
H 4.48470 0.74073 5.30031 0.01 -0.06 0.24
H 3.85590 1.66303 3.95291 -0.18 0.09 -0.11
H 5.36620 0.79093 3.79171 0.20 -0.04 -0.12
H 5.44990 -0.34177 1.54881 0.18 0.03 0.07
H 5.40320 -0.22507 -0.92759 0.05 0.07 -0.03
H 3.20760 -0.50727 -2.09219 0.04 0.03 -0.05
Cl -8.93270 -0.25027 -0.45609 -0.29 0.02 0.01
C -7.20980 -0.34767 -0.56159 0.24 -0.03 -0.08
C -6.44320 0.00913 0.53681 -0.15 -0.02 -0.11
C -5.06890 -0.09267 0.45101 0.05 -0.09 -0.10
C -4.47380 -0.53827 -0.72359 0.12 0.05 0.03
C -5.25160 -0.86957 -1.82439 0.08 0.04 0.13
C -6.62830 -0.78527 -1.74289 -0.15 0.03 0.09
C -2.98390 -0.67217 -0.77749 -0.69 0.07 -0.62
O -2.39750 -0.68867 -1.87449 0.08 -0.14 -0.34
O -2.38860 -0.76387 0.32511 0.89 -0.14 0.58
H -6.92800 0.34733 1.43831 -0.04 0.05 0.10
H -4.43960 0.16313 1.29091 0.02 -0.01 0.05
H -4.76810 -1.20327 -2.73069 0.05 0.01 -0.05
H -7.25350 -1.06027 -2.57739 -0.07 0.00 -0.08
C -1.81920 2.00373 2.24001 0.41 0.14 -0.27
Ge -0.24990 2.77073 1.28261 0.01 -0.22 0.46
C -0.42170 4.77613 1.27731 0.05 -0.69 -0.20
C 1.36690 2.38693 2.41161 -0.49 0.10 -0.48
Ge -0.14960 1.60003 -0.98889 0.25 2.13 -0.10
C 1.53500 2.28573 -1.82979 -0.46 -0.47 0.25
C 2.33440 3.19663 -1.15279 -0.23 0.01 0.23
C 3.51200 3.66893 -1.69879 0.20 0.14 -0.04
C 3.91670 3.23173 -2.94759 0.10 -0.01 -0.05
C 3.14410 2.30563 -3.63089 0.08 -0.02 -0.18
C 1.96890 1.83493 -3.07179 -0.18 -0.11 -0.04
C -1.65320 2.37163 -2.03829 0.33 -0.45 0.24
C -1.84670 1.98713 -3.36009 0.07 -0.06 -0.05
C -2.93470 2.44563 -4.08139 0.04 -0.01 -0.14
C -3.84700 3.30483 -3.48919 -0.10 0.04 -0.07
C -3.67050 3.69163 -2.17279 -0.18 0.12 -0.03
C -2.58690 3.21783 -1.45599 0.18 -0.04 0.28
H -1.77750 2.24443 3.29931 0.04 0.10 0.12
H -1.82190 0.92213 2.12561 0.02 -0.08 -0.04
H -2.74870 2.39053 1.82981 -0.10 0.06 -0.07
H -0.52240 5.10693 2.30651 -0.01 -0.03 0.22
H -1.29160 5.11163 0.72431 -0.13 0.01 -0.11
H 0.45620 5.25053 0.85161 0.15 0.02 -0.09
H 1.16670 2.72503 3.42571 -0.07 0.08 0.12
H 2.25570 2.89173 2.04331 0.07 0.09 -0.07
H 1.56510 1.32143 2.43811 -0.02 -0.17 -0.03
H 2.02480 3.54793 -0.17819 0.05 0.08 0.08
H 4.11180 4.38313 -1.15159 0.04 0.05 0.02
H 4.82970 3.60963 -3.38579 0.06 0.00 -0.03
H 3.46040 1.95093 -4.60339 0.00 -0.01 -0.04
H 1.37890 1.09733 -3.60379 0.01 -0.02 -0.10
H -1.15250 1.29533 -3.81919 0.00 -0.05 -0.09
H -3.07720 2.12513 -5.10559 0.00 0.01 -0.02
H -4.69780 3.66603 -4.05079 -0.04 0.00 -0.03
H -4.38010 4.35853 -1.70129 -0.04 0.01 0.02
H -2.47020 3.50783 -0.41989 -0.05 0.05 0.06
C 0.92110 -5.35667 0.07791 0.01 0.11 -0.01
C -0.06130 -5.12647 -1.07919 -0.04 -0.88 0.24
C 0.36250 -5.93297 -2.31269 0.00 0.18 -0.04
C -1.48380 -5.51137 -0.65199 -0.04 0.13 -0.03
C -0.05090 -3.71527 -1.38239 0.14 1.21 -0.59
N -0.02550 -2.58617 -1.60949 -0.12 -1.03 0.18
H 0.91950 -6.40947 0.34771 -0.04 -0.12 0.00
H 0.63390 -4.76797 0.94571 0.00 0.05 0.10
H 1.93000 -5.07417 -0.21149 0.11 0.03 -0.01
H 0.33790 -6.99047 -2.06279 0.00 -0.09 0.04
H 1.37150 -5.67217 -2.62289 0.08 0.01 -0.03
H -0.31260 -5.75637 -3.14659 -0.06 0.00 -0.06
H -1.50960 -6.56997 -0.40429 0.03 -0.08 0.03
H -2.19230 -5.32507 -1.45569 -0.07 0.01 -0.05
H -1.79080 -4.93637 0.21871 -0.05 0.02 0.07
```
Positions in Å, forces in eV/Å.

Its multiplicity is 4. Its total energy is -191598.19694 eV. Its net charge is 0. As for the gap between HOMO and LUMO (alpha / beta): 7.085 / 6.055 eV. The calculation puts the LUMO energy (alpha / beta) at 0.3 / -1.9 eV.

Here are the natural (NBO) charges for atoms 1 to 2, given in e:
1 Pt 1.027
2 C -1.095

Entry 2:
ORCA calculation (wB97M-V/def2-TZVPD) on the ion C11H9N2O2 with charge +1.

Structure (XYZ):
```
24
Properties=species:S:1:pos:R:3:forces:R:3
C 0.49675 2.33263 -2.47545 -1.71 -2.80 1.51
C -0.28112 2.44352 -1.35401 -2.00 -1.83 1.48
C 0.67746 1.04261 -2.93906 -0.65 -1.43 1.87
C -0.95766 1.30956 -0.78861 0.75 1.01 1.85
C 0.14720 -0.10817 -2.31624 -0.54 0.90 -0.37
C -1.38088 -1.16342 -0.67886 2.06 0.22 -1.71
C -0.74809 0.02730 -1.24185 0.24 0.36 -1.17
C -2.31766 -1.25373 0.23766 1.64 -0.65 -0.42
C -0.31433 -1.31428 1.91227 2.84 4.44 1.95
C 2.42420 0.26030 2.18684 0.02 -1.76 -2.38
C 1.96722 -0.74571 2.92115 1.01 0.94 0.73
N -2.46202 -1.69108 1.37600 -3.92 -0.76 0.48
N -1.37918 -2.01277 2.10391 1.27 -1.70 3.10
O 2.91398 0.62609 1.20598 0.16 1.79 0.30
O 0.71397 -1.26718 2.81763 -3.30 -2.01 -0.66
H 0.89847 3.14724 -2.92175 1.34 2.27 -1.33
H -0.49836 3.34186 -0.84942 0.10 1.22 0.24
H 1.37319 0.86379 -3.66299 1.53 -0.32 -2.24
H -1.44025 1.31037 0.24440 0.07 0.97 -1.60
H 0.32562 -1.10957 -2.69228 0.29 0.18 -0.25
H -0.75571 -2.01594 -1.07206 -1.79 -0.05 0.32
H -0.53246 -0.36079 1.28839 1.31 -1.93 0.67
H 2.68023 -1.00983 3.71484 -1.24 -0.51 0.03
H -1.55057 -2.65280 2.98351 0.54 1.46 -2.40
```
Positions in Å, forces in eV/Å.

Its total energy is -18613.33606 eV. Its net charge is +1. The structure (SMILES) is O=C=CO/C=[NH+]/N=C=Cc1ccccc1. As for the gap between HOMO and LUMO (alpha / beta): 7.442 / 7.443 eV. The value obtained for the energy relative to the best compared isomer or geometry (same formula, charge and spin) is 3.861 eV. The calculation puts the LUMO energy (alpha / beta) at -5.1 / -5.1 eV.

Here are the natural (NBO) charges for atoms 1 to 2, given in e:
1 C -0.163
2 C -0.181

Entry 3:
ORCA calculation (wB97M-V/def2-TZVPD) on an isolated molecule of C2H6O2.

Structure (XYZ):
```
10
Properties=species:S:1:pos:R:3:forces:R:3
C 0.86426 0.28081 0.08777 1.73 4.20 2.97
C -0.63805 0.26807 -0.18207 -2.91 4.32 -2.63
H 1.31611 1.17248 -0.48238 -0.43 -1.61 0.34
H 1.02141 0.75461 1.23809 -0.21 -1.90 -2.50
H -1.37573 1.09350 0.33003 2.36 -1.98 0.03
H -0.89781 0.86574 -1.27853 0.95 -2.80 2.16
H -1.28803 -1.10560 0.91197 -0.11 -0.44 -0.65
H 0.67048 -1.33230 -0.42466 0.14 -2.18 -0.43
O -1.18834 -1.02136 -0.05653 -0.03 0.34 0.55
O 1.51570 -0.97594 -0.14369 -1.50 2.07 0.14
```
Positions in Å, forces in eV/Å.

Its total energy is -6263.81332 eV. Its net charge is 0. The structure (SMILES) is OCCO. As for the gap between HOMO and LUMO: 10.700 eV. The value obtained for the energy relative to the best compared isomer or geometry (same formula, charge and spin) is 2.442 eV. The calculation puts the LUMO energy at 0.7 eV.

Here are the natural (NBO) charges for atoms 1 to 2, given in e:
1 C -0.119
2 C -0.131

Entry 4:
ORCA calculation (wB97M-V/def2-TZVPD) on an isolated molecule of C3H4Cl2S.

Structure (XYZ):
```
10
Properties=species:S:1:pos:R:3:forces:R:3
C -0.58548 -0.51907 0.34871 1.30 0.63 -0.51
C 0.94135 -0.41911 0.30530 -0.41 1.01 -0.08
C 0.10722 0.88131 0.37182 0.26 -1.94 1.53
H -1.51189 0.16049 -1.68778 -0.02 0.15 -0.12
H -0.98009 -0.97386 1.24626 -0.05 0.42 0.23
H 1.47694 -0.65342 1.23416 -0.21 0.04 -0.56
H 0.21503 1.32081 1.38782 -0.45 0.28 -1.21
S -1.52361 -1.01575 -1.06401 -0.27 -0.46 -0.13
Cl 1.90302 -0.70829 -1.13256 -0.32 -0.22 0.31
Cl -0.04249 1.92688 -1.00972 0.16 0.10 0.55
```
Positions in Å, forces in eV/Å.

Its total energy is -39054.74203 eV. Its net charge is 0. The structure (SMILES) is S[C@H]1[C@@H](Cl)[C@H]1Cl. As for the gap between HOMO and LUMO: 9.824 eV. The value obtained for the energy relative to the best compared isomer or geometry (same formula, charge and spin) is 0.636 eV. The calculation puts the LUMO energy at 0.7 eV.

Here are the natural (NBO) charges for atoms 1 to 2, given in e:
1 C -0.398
2 C -0.249

Entry 5:
ORCA calculation (wB97M-V/def2-TZVPD) on a structure of composition C47H62ClNO4SeZr.

Structure (XYZ):
```
117
Properties=species:S:1:pos:R:3:forces:R:3
Zr 2.21644 -0.46191 -0.43695 0.78 -0.22 0.32
C -2.38103 6.18139 -0.63268 -0.01 0.03 -0.03
C -2.51887 4.86740 0.14498 -0.01 0.00 0.03
C -3.86248 4.20967 -0.19851 -0.02 0.01 0.00
C -2.51348 5.19460 1.63760 -0.02 0.00 0.03
C -1.39174 3.91087 -0.23731 0.02 0.02 0.00
C -0.54264 3.34137 0.69228 -0.01 0.04 0.01
C 0.42178 2.42605 0.28591 -0.21 0.08 -0.13
Se 1.56443 1.53765 1.52975 0.04 0.11 0.27
C 0.33159 0.32296 2.36106 -0.14 -0.15 -0.01
C -0.65350 0.78186 3.20875 -0.07 -0.02 0.07
C -1.59716 -0.10045 3.72846 0.05 0.03 -0.03
C -1.47703 -1.43737 3.37491 0.06 -0.01 -0.05
C -0.48413 -1.95239 2.53615 0.08 0.16 0.20
C 0.44878 -1.03884 2.01842 -0.21 -0.07 -0.10
O 1.39376 -1.39880 1.15681 0.08 0.24 -0.32
C -0.51379 -3.46342 2.25834 -0.01 0.01 -0.02
C -1.81500 -3.80354 1.51703 0.00 -0.04 0.01
C 0.64655 -4.00402 1.41701 0.03 -0.03 -0.01
C -0.48108 -4.21343 3.59954 0.01 -0.02 0.01
C -2.70430 0.42950 4.63509 -0.02 0.02 0.01
C -3.51194 1.49272 3.87806 -0.01 0.03 0.02
C -3.66508 -0.67087 5.08005 -0.03 -0.04 0.03
C -2.07916 1.06203 5.88484 -0.02 0.03 0.01
C 0.58945 2.09085 -1.05567 -0.21 -0.21 -0.23
O 1.48901 1.16226 -1.40038 0.17 -0.22 0.28
C -0.23960 2.68357 -2.03641 0.03 0.10 0.19
C -1.20835 3.56436 -1.58203 0.05 -0.05 -0.01
C -0.04854 2.37304 -3.52130 -0.03 0.02 -0.03
C -1.03472 3.15323 -4.39587 0.03 0.02 0.01
C 1.37166 2.78119 -3.94044 0.02 0.00 -0.04
C -0.26089 0.88130 -3.80921 0.01 -0.06 -0.03
H -3.17996 6.87008 -0.35129 -0.02 0.01 0.01
H -1.42512 6.66242 -0.42095 0.03 0.00 0.02
H -2.44538 6.02476 -1.70934 0.00 -0.01 -0.02
H -4.68856 4.87837 0.05185 -0.02 0.02 0.01
H -3.93182 3.97264 -1.26041 0.01 0.00 -0.03
H -3.99259 3.28109 0.35995 0.01 -0.03 0.02
H -3.32820 5.88383 1.86490 -0.01 0.01 -0.02
H -2.66280 4.30222 2.24692 -0.01 -0.04 0.01
H -1.58108 5.66972 1.94647 0.04 0.01 -0.01
H -0.62789 3.58821 1.74036 0.02 -0.02 0.05
H -0.69689 1.83425 3.45783 0.02 0.04 -0.02
H -2.20092 -2.13711 3.76578 -0.04 0.00 0.00
H -1.85179 -3.29980 0.55114 0.01 0.06 -0.08
H -1.86951 -4.88035 1.34154 0.00 -0.02 0.00
H -2.69862 -3.51373 2.08647 -0.03 0.02 0.03
H 0.65518 -3.58835 0.41140 -0.02 0.04 -0.05
H 1.61466 -3.80056 1.87387 0.00 0.01 0.02
H 0.52434 -5.08831 1.34154 0.01 0.00 -0.01
H -1.32299 -3.95860 4.24234 -0.02 0.00 0.01
H -0.51683 -5.28976 3.42068 0.00 -0.02 -0.01
H 0.43827 -3.99045 4.14317 0.02 0.02 0.01
H -3.95779 1.07530 2.97375 -0.01 -0.03 -0.02
H -4.31356 1.88355 4.50799 -0.02 0.00 0.02
H -2.88384 2.33285 3.58191 0.03 0.03 -0.02
H -4.15938 -1.14656 4.23147 0.00 0.00 -0.04
H -3.15719 -1.44517 5.65717 0.03 -0.01 0.02
H -4.44104 -0.24134 5.71547 -0.01 0.02 0.01
H -1.41081 1.88317 5.62474 0.02 0.02 -0.01
H -2.85687 1.45991 6.53974 -0.03 0.01 0.01
H -1.50206 0.32682 6.44699 0.01 -0.03 0.00
H -1.86783 4.01376 -2.30870 -0.04 0.02 -0.04
H -0.92393 4.23267 -4.27834 0.01 0.03 0.01
H -0.84322 2.91436 -5.44291 0.01 -0.01 -0.01
H -2.07090 2.88559 -4.18389 -0.03 -0.03 0.03
H 1.52514 3.85207 -3.79357 0.00 0.02 0.02
H 2.12550 2.23916 -3.37314 0.01 -0.01 0.01
H 1.51609 2.56311 -5.00117 0.01 -0.01 -0.02
H -1.25001 0.54961 -3.48700 -0.03 0.01 0.01
H -0.17979 0.71217 -4.88589 0.00 -0.01 -0.03
H 0.47944 0.26037 -3.31032 -0.01 0.04 -0.03
Cl 9.78807 -0.15254 0.85568 0.07 0.01 -0.01
C 8.05830 -0.27227 0.81076 -0.09 0.05 -0.16
C 7.37170 -0.68896 1.96633 0.02 -0.01 0.03
C 6.01011 -0.79835 1.98232 0.01 0.01 -0.05
C 5.24246 -0.49974 0.82556 0.14 0.02 0.02
O 3.96158 -0.62131 0.86108 -0.43 -0.04 -0.41
C 5.95355 -0.07527 -0.33043 -0.02 0.04 -0.08
C 5.25344 0.28391 -1.51522 -0.04 -0.03 0.16
O 4.02315 0.24106 -1.66679 -0.24 -0.13 -0.13
C 7.36367 0.03506 -0.32199 -0.02 -0.08 0.19
H 7.94533 -0.92408 2.85285 0.01 -0.01 0.02
H 5.49017 -1.12024 2.87381 -0.05 0.00 -0.01
H 5.85488 0.63746 -2.36469 -0.01 0.00 0.01
H 7.87627 0.36483 -1.21599 0.04 0.01 -0.02
C -2.72716 0.08498 -0.09160 -0.05 0.06 0.05
C -2.09021 -0.90682 -1.02066 0.13 -0.14 -0.19
C -2.83745 -1.71909 -1.86846 -0.01 0.05 0.05
C -2.19108 -2.60738 -2.71368 0.03 -0.01 -0.02
C -2.98087 -3.46554 -3.66414 -0.06 -0.04 -0.05
C -0.80264 -2.71151 -2.70877 0.05 0.08 0.05
C -0.00666 -1.93334 -1.85461 0.11 0.03 -0.04
C -0.71181 -1.02667 -1.03978 -0.12 0.12 0.18
N 1.38672 -1.94376 -1.73132 0.12 0.35 0.10
C 2.33836 -2.76411 -2.51128 -0.25 -0.14 0.18
C 2.74729 -2.03556 -3.79010 0.05 0.06 -0.12
C 1.86139 -4.18070 -2.87338 0.13 -0.05 -0.07
C 3.54583 -3.00219 -1.58407 0.15 0.01 0.22
H -3.80169 0.15607 -0.26171 -0.01 -0.01 -0.01
H -2.29183 1.07902 -0.22451 0.01 0.02 0.00
H -2.56300 -0.20532 0.94987 0.01 0.00 0.02
H -3.91855 -1.65278 -1.87797 -0.04 0.02 0.02
H -4.05054 -3.38100 -3.47626 -0.01 0.01 0.01
H -2.70479 -4.51680 -3.57180 0.01 -0.01 0.01
H -2.80048 -3.17149 -4.69999 0.01 0.01 -0.01
H -0.36705 -3.40797 -3.40033 0.06 -0.02 -0.03
H -0.21716 -0.32007 -0.37537 0.07 -0.13 0.01
H 1.88756 -1.92670 -4.45439 -0.03 0.01 0.04
H 3.51658 -2.59888 -4.32366 0.00 -0.02 -0.03
H 3.13423 -1.03718 -3.57767 -0.01 -0.04 0.02
H 1.24320 -4.20744 -3.76557 -0.01 0.01 -0.02
H 1.32721 -4.64657 -2.04601 -0.06 0.02 0.04
H 2.73905 -4.79344 -3.09365 0.02 0.01 0.04
H 3.89327 -2.15667 -0.97404 -0.08 0.09 -0.24
H 4.43073 -3.30809 -2.14620 -0.08 -0.11 -0.04
H 3.29049 -3.77742 -0.85898 0.05 -0.03 -0.03
```
Positions in Å, forces in eV/Å.

Its total energy is -138581.44071 eV. Its net charge is 0. As for the gap between HOMO and LUMO: 6.611 eV. The calculation puts the LUMO energy at -0.7 eV.

Here are the natural (NBO) charges for atoms 1 to 2, given in e:
1 Zr 2.310
2 C -0.599